# 1
{"formula": "C5H7N5", "method": "wB97M-V/def2-TZVPD", "elements": ["C", "C", "C", "C", "C", "N", "N", "N", "N", "N", "H", "H", "H", "H", "H", "H", "H"], "positions_angstrom": [[1.42, -2.73, 0.62], [1.60, -1.57, 0.49], [-2.71, 1.54, 0.77], [1.76, -0.11, 0.17], [0.46, 0.31, -0.66], [-2.02, -1.92, -0.25], [-2.32, 2.62, 0.83], [-1.38, -0.98, -0.20], [-0.71, -0.05, 0.11], [0.54, 1.75, -0.93], [1.40, -3.81, 0.86], [-3.09, 0.64, 1.04], [2.72, -0.14, -0.37], [1.84, 0.48, 1.05], [0.29, -0.27, -1.58], [0.14, 2.25, -0.13], [0.05, 1.99, -1.83]], "orbital_gap_ev": 10.49, "homo_energy_ev": -9.81, "total_energy_ha": -468.32220, "largest_force_ev_per_a": 4.024, "de_lowest_ev": 5.0777, "total_charge": 0, "lumo_energy_ha": 0.02526}

---

# 2
{"formula": "H3OPS2", "method": "wB97M-V/def2-TZVPD", "elements": ["O", "S", "P", "S", "H", "H", "H"], "positions_angstrom": [[1.28, -1.10, -0.24], [0.69, 0.22, -0.43], [-1.43, 0.07, 0.41], [1.70, 1.75, 0.18], [0.45, 0.17, -2.03], [-1.29, 0.08, 1.74], [-1.40, -1.20, 0.38]], "orbital_gap_ev": 8.51, "homo_energy_ev": -9.49, "smiles": "O=[S@@H](P)=S", "total_energy_ha": -1214.63817, "largest_force_ev_per_a": 5.361, "de_lowest_ev": 4.7313, "total_charge": 0, "lumo_energy_ha": -0.03606}

---

# 3
{"formula": "C36H42N2O6", "method": "wB97M-V/def2-TZVPD", "elements": ["C", "C", "C", "C", "C", "C", "C", "C", "O", "O", "C", "C", "C", "C", "C", "N", "C", "C", "N", "C", "C", "C", "C", "C", "C", "C", "C", "C", "C", "C", "C", "C", "C", "O", "C", "O", "C", "O", "C", "C", "C", "O", "C", "C", "H", "H", "H", "H", "H", "H", "H", "H", "H", "H", "H", "H", "H", "H", "H", "H", "H", "H", "H", "H", "H", "H", "H", "H", "H", "H", "H", "H", "H", "H", "H", "H", "H", "H", "H", "H", "H", "H", "H", "H", "H", "H"], "positions_angstrom": [[-0.55, 1.43, -4.55], [-1.72, 1.15, -3.61], [-2.73, 2.29, -3.62], [-3.96, 2.03, -2.74], [-3.69, 2.17, -1.23], [-2.99, 0.99, -0.62], [-3.68, -0.18, -0.57], [-3.18, -1.36, 0.07], [-3.71, -2.45, 0.08], [-2.00, -1.22, 0.75], [-1.25, -0.10, 0.69], [-0.05, -0.16, 1.40], [0.29, -1.36, 2.25], [1.44, -2.17, 1.65], [1.10, -2.70, 0.26], [0.98, -1.64, -0.72], [0.12, -1.94, -1.85], [0.78, -2.85, -2.90], [2.02, -2.26, -3.37], [2.05, -1.46, -4.49], [2.82, -0.30, -4.59], [2.89, 0.43, -5.76], [2.17, 0.04, -6.88], [1.39, -1.11, -6.80], [1.34, -1.85, -5.64], [2.90, -2.01, -2.25], [2.24, -1.10, -1.20], [0.52, -0.89, 3.67], [1.70, -1.10, 4.37], [1.88, -0.64, 5.68], [0.85, 0.04, 6.26], [-0.34, 0.26, 5.56], [-0.53, -0.19, 4.28], [-1.21, 0.97, 6.36], [-0.53, 1.16, 7.59], [0.76, 0.60, 7.51], [0.80, 0.94, 1.34], [1.96, 0.85, 2.03], [2.82, 1.97, 2.11], [0.45, 2.06, 0.58], [-0.76, 2.12, -0.09], [-1.10, 3.20, -0.86], [-0.18, 4.25, -1.03], [-1.67, 1.04, -0.03], [-0.90, 1.55, -5.57], [-0.04, 2.35, -4.25], [0.17, 0.62, -4.53], [-2.21, 0.22, -3.90], [-1.34, 1.02, -2.59], [-3.08, 2.43, -4.65], [-2.25, 3.21, -3.30], [-4.72, 2.77, -3.01], [-4.36, 1.04, -2.96], [-4.67, 2.24, -0.74], [-3.15, 3.09, -1.05], [-4.67, -0.26, -0.99], [-0.59, -2.00, 2.27], [2.33, -1.54, 1.60], [1.65, -3.02, 2.30], [1.87, -3.45, -0.02], [0.14, -3.22, 0.31], [-0.80, -2.40, -1.48], [-0.14, -0.99, -2.32], [0.09, -3.00, -3.73], [1.01, -3.83, -2.46], [3.38, 0.06, -3.73], [3.50, 1.32, -5.79], [2.22, 0.61, -7.79], [0.84, -1.44, -7.67], [0.75, -2.75, -5.63], [3.84, -1.59, -2.60], [3.13, -2.98, -1.79], [2.91, -0.94, -0.35], [2.02, -0.12, -1.65], [2.51, -1.63, 3.91], [2.80, -0.82, 6.21], [-1.45, -0.02, 3.76], [-0.45, 2.24, 7.80], [-1.10, 0.67, 8.40], [2.30, 2.84, 2.53], [3.24, 2.22, 1.13], [3.62, 1.67, 2.78], [1.13, 2.88, 0.52], [-0.66, 4.95, -1.71], [0.75, 3.89, -1.49], [0.05, 4.76, -0.09]], "orbital_gap_ev": 7.53, "homo_energy_ev": -7.18, "smiles": "CCCCCc1cc(=O)oc2c([C@@H](CCN3CCN(c4ccccc4)CC3)c3ccc4c(c3)OCO4)c(OC)cc(OC)c12", "total_energy_ha": -1957.93218, "largest_force_ev_per_a": 1.265, "total_charge": 0, "lumo_energy_ha": 0.01272}